[1]
8
Properties=species:S:1:pos:R:3 method="wB97M-V/def2-TZVPD" homo_ev=-10.724 lumo_energy_ev=0.74 e_tot_ha=-382.40063
C 0.98 -0.55 0.26
C -0.83 0.29 0.28
N 0.41 0.45 -0.62
O 2.06 -0.97 0.44
O -0.06 -0.63 1.08
F 0.14 0.22 -1.92
H -1.04 1.15 0.86
H -1.66 0.04 -0.40



[2]
8
Properties=species:S:1:pos:R:3 method="wB97M-V/def2-TZVPD" homo_ev=-10.405 lumo_energy_ev=0.28 e_tot_ha=-382.28631
C -1.29 0.86 -0.22
C -1.22 -0.30 -0.30
F -1.15 -1.59 -0.60
H -1.67 1.83 -0.14
O 2.57 1.52 -0.18
N 2.40 0.49 -0.66
O 2.17 -0.61 0.25
H 1.81 -1.48 0.04



[3]
8
Properties=species:S:1:pos:R:3 method="wB97M-V/def2-TZVPD" homo_ev=-11.008 lumo_energy_ev=-0.84 e_tot_ha=-382.30159
C -2.07 -0.92 -0.42
C -0.89 -0.73 -0.32
N 0.53 -0.70 -0.27
O 1.13 -0.59 -1.33
O 1.05 -0.87 0.86
H -3.16 -0.80 -0.40
F 1.48 1.89 0.82
H 1.93 2.73 1.05



[4]
9
Properties=species:S:1:pos:R:3 method="wB97M-V/def2-TZVPD" charge=-1 homo_ev="-4.458 / -4.458" lumo_energy_ev="3.26 / 3.27" e_tot_ha=-801.04240
C -1.42 -0.06 -1.75
C -0.71 -0.96 1.42
O 1.78 1.38 1.00
O -0.23 -0.38 0.41
O 1.74 0.46 -1.22
F 0.24 -1.26 2.42
S 1.75 0.19 0.20
H -0.98 0.93 -1.49
H -2.18 -0.30 -0.99



Copy entry 1 word for word.
8
Properties=species:S:1:pos:R:3 method="wB97M-V/def2-TZVPD" homo_ev=-10.724 lumo_energy_ev=0.74 e_tot_ha=-382.40063
C 0.98 -0.55 0.26
C -0.83 0.29 0.28
N 0.41 0.45 -0.62
O 2.06 -0.97 0.44
O -0.06 -0.63 1.08
F 0.14 0.22 -1.92
H -1.04 1.15 0.86
H -1.66 0.04 -0.40